(1)
The following is a quantum chemistry calculation of a molecular structure, C4H6N2O2, from OMol25.

```
14
Properties=species:S:1:pos:R:3
C 1.68 -0.02 1.26
C 0.44 -0.05 0.33
C 0.74 0.45 -1.88
C -2.63 -0.12 0.21
H 1.81 0.99 1.91
H 2.46 -0.06 0.44
H 1.56 -0.96 1.97
H 0.34 0.71 -2.83
H -3.56 -0.43 -0.44
H -2.39 1.06 0.89
N -0.53 -0.79 0.70
N -1.62 -1.31 0.10
O -0.10 0.70 -0.83
O 1.81 -0.19 -1.83
```

The spin multiplicity is 1. For the gap between HOMO and LUMO, the calculation gives 8.5789 eV. As for the energy relative to the best compared isomer or geometry (same formula, charge and spin): 171.6 kcal/mol. The HOMO energy comes out at -8.6 eV. As for the net charge: 0.

(2)
The following is a quantum chemistry calculation of 2 unconnected molecules or ions with the total composition C11H11F4NO2, from OMol25.

```
29
Properties=species:S:1:pos:R:3
O -0.06 -2.62 2.16
C -0.09 -1.43 1.81
C -1.34 -0.69 1.62
F -2.49 -1.40 1.72
C -1.34 0.62 1.36
F -2.52 1.25 1.10
C -0.13 1.48 1.52
O -0.13 2.58 2.11
C 1.09 0.67 1.31
F 2.24 1.36 1.06
C 1.13 -0.67 1.48
F 2.27 -1.38 1.36
C 1.45 1.38 -2.10
C 0.06 1.45 -1.50
C -0.99 1.95 -2.49
C -1.95 2.83 -1.69
C -1.17 3.29 -0.47
N -0.06 2.33 -0.32
H 1.39 0.80 -3.03
H 1.85 2.37 -2.31
H 2.14 0.85 -1.44
H -0.22 0.46 -1.14
H -0.49 2.55 -3.27
H -1.48 1.10 -2.98
H -2.31 3.69 -2.27
H -2.82 2.24 -1.38
H -0.74 4.29 -0.60
H -1.77 3.32 0.43
H 0.81 2.78 -0.05
```

The spin multiplicity is 1. For the gap between HOMO and LUMO, the calculation gives 8.3501 eV. As for the energy relative to the best compared isomer or geometry (same formula, charge and spin): 0.9 kcal/mol. The SMILES is O=C1C(F)=C(F)C(=O)C(F)=C1F.C[C@@H]1CCCN1. The HOMO energy comes out at -9.8 eV. As for the net charge: 0.

(3)
The following is a quantum chemistry calculation of a molecular structure, C42H62F3N2OP3SiSn, from OMol25.

```
115
Properties=species:S:1:pos:R:3
Sn 11.05 11.72 13.90
C 13.13 16.41 15.54
C 11.98 15.43 15.25
C 11.26 15.20 16.59
P 12.66 13.85 14.44
C 14.08 13.10 15.50
C 15.40 13.51 14.86
C 14.08 13.30 17.03
C 13.09 14.58 12.79
C 13.92 15.68 12.68
C 13.97 16.52 11.56
C 13.21 16.16 10.47
C 12.46 14.96 10.47
C 12.39 14.16 11.60
Si 11.72 12.39 11.45
C 10.03 12.39 10.53
C 9.98 12.36 9.14
C 8.79 12.59 8.44
C 7.58 12.82 9.12
C 7.61 12.77 10.52
C 8.81 12.52 11.24
P 8.58 12.32 13.09
C 7.42 10.98 13.41
C 5.94 11.42 13.30
C 7.77 10.40 14.79
C 8.22 13.97 13.83
C 7.06 13.94 14.90
C 8.09 15.07 12.77
C 13.06 11.44 10.52
C 13.42 12.10 9.33
C 14.67 12.01 8.85
C 15.64 11.25 9.49
C 15.27 10.53 10.60
C 13.93 10.48 11.00
P 13.33 9.33 12.26
C 14.72 8.34 13.06
C 15.48 8.92 14.29
C 14.26 6.92 13.42
C 12.82 8.04 10.90
C 11.67 8.59 10.04
C 13.90 7.34 10.09
H 13.20 17.09 14.69
H 14.07 15.88 15.71
H 12.88 16.93 16.48
H 11.22 15.81 14.52
H 11.95 15.22 17.43
H 10.73 14.27 16.66
H 10.48 15.95 16.65
H 13.90 12.03 15.26
H 15.57 14.56 15.06
H 15.43 13.30 13.80
H 16.18 12.95 15.38
H 14.59 14.20 17.32
H 14.67 12.46 17.51
H 13.04 13.33 17.36
H 14.57 15.92 13.52
H 14.60 17.44 11.55
H 13.19 16.73 9.56
H 12.00 14.70 9.53
H 10.88 12.20 8.55
H 8.95 12.53 7.33
H 6.63 12.95 8.55
H 6.66 13.05 11.07
H 7.67 10.16 12.67
H 5.43 11.30 14.30
H 5.40 10.77 12.61
H 5.85 12.46 12.98
H 7.78 11.05 15.70
H 8.77 9.98 14.71
H 7.09 9.56 15.01
H 9.10 14.11 14.44
H 6.05 13.79 14.43
H 7.03 14.97 15.40
H 7.19 13.11 15.63
H 7.08 15.10 12.33
H 8.80 14.97 11.92
H 8.43 16.03 13.35
H 12.72 12.73 8.78
H 14.82 12.50 7.87
H 16.57 11.21 9.07
H 16.04 9.99 11.14
H 15.50 8.30 12.24
H 14.99 8.68 15.23
H 15.69 10.02 14.26
H 16.40 8.38 14.34
H 14.94 6.59 14.23
H 14.30 6.19 12.59
H 13.21 6.84 13.83
H 12.30 7.26 11.54
H 11.96 9.26 9.18
H 10.98 9.18 10.62
H 11.11 7.79 9.54
H 14.58 8.01 9.58
H 13.41 6.73 9.32
H 14.50 6.68 10.69
F 10.61 8.92 12.70
C 11.68 9.56 13.28
F 11.91 8.94 14.47
F 13.77 10.92 13.39
N 10.67 11.64 16.52
C 10.47 11.33 17.64
N 10.34 10.87 18.81
C 10.86 9.57 19.16
C 12.05 9.83 20.06
O 11.62 10.55 21.30
C 10.98 11.79 20.90
C 9.75 11.56 19.96
H 11.15 9.04 18.24
H 10.12 9.01 19.73
H 12.89 10.39 19.56
H 12.36 8.79 20.35
H 11.71 12.56 20.48
H 10.69 12.22 21.82
H 9.31 12.45 19.51
H 8.99 10.85 20.39
```

The spin multiplicity is 1. For the gap between HOMO and LUMO, the calculation gives 6.1991 eV. The HOMO energy comes out at -12.7 eV. As for the net charge: +2.

(4)
The following is a quantum chemistry calculation of a molecular structure, C38H47AsBHgN5OP2S2, from OMol25.

```
98
Properties=species:S:1:pos:R:3
Hg -1.29 -2.09 -0.19
C -3.45 -4.07 2.56
N -4.10 -2.85 2.14
C -4.75 -1.96 2.96
C -5.19 -0.95 2.17
N -4.80 -1.21 0.88
B -5.14 -0.13 -0.26
N -4.71 -0.64 -1.65
C -5.56 -1.28 -2.52
C -4.88 -1.57 -3.65
N -3.60 -1.08 -3.47
C -2.54 -1.16 -4.45
C -3.52 -0.52 -2.25
S -2.09 0.16 -1.58
C -4.15 -2.38 0.88
S -3.43 -3.22 -0.47
H -3.51 -4.13 3.65
H -2.41 -4.06 2.26
H -3.95 -4.94 2.12
H -4.84 -2.12 4.02
H -5.73 -0.06 2.42
H -4.54 0.87 0.03
H -6.34 0.01 -0.25
H -6.59 -1.47 -2.25
H -5.18 -2.05 -4.56
H -2.91 -0.81 -5.41
H -2.19 -2.19 -4.55
H -1.72 -0.53 -4.12
C 0.92 2.02 -1.95
C 1.33 0.65 -1.39
P 2.35 0.83 0.14
C 3.83 -0.17 -0.26
C 3.71 -1.39 -0.92
C 4.84 -2.14 -1.22
C 6.10 -1.67 -0.86
C 6.22 -0.46 -0.21
C 5.09 0.29 0.09
C 1.65 -0.02 1.59
C 1.60 0.72 2.70
C 1.28 0.20 4.03
C 1.02 -1.09 4.21
C 1.06 -2.04 3.06
C 1.48 -1.53 1.67
C 0.12 2.85 -0.96
P 1.08 3.12 0.55
C -0.05 3.59 1.86
C -1.35 3.08 1.91
C -2.16 3.36 3.00
C -1.68 4.14 4.05
C -0.39 4.64 4.01
C 0.43 4.36 2.93
C 2.24 4.46 0.26
C 3.61 4.22 0.30
C 4.50 5.26 0.08
C 4.02 6.54 -0.17
C 2.65 6.78 -0.21
C 1.76 5.75 0.01
H 0.34 1.89 -2.86
H 1.83 2.56 -2.23
H 1.97 0.15 -2.12
H 0.46 0.01 -1.21
H 2.73 -1.76 -1.22
H 4.74 -3.09 -1.73
H 6.98 -2.26 -1.09
H 7.20 -0.09 0.07
H 5.20 1.24 0.61
H 1.83 1.78 2.65
H 1.27 0.90 4.85
H 0.78 -1.48 5.19
H 1.58 -2.96 3.34
H 2.40 -2.00 1.29
H -0.81 2.35 -0.70
H -0.14 3.83 -1.39
H -1.74 2.47 1.11
H -3.16 2.97 3.03
H -2.32 4.36 4.89
H -0.01 5.25 4.82
H 1.44 4.76 2.90
H 3.97 3.22 0.50
H 5.56 5.08 0.11
H 4.72 7.35 -0.34
H 2.28 7.78 -0.41
H 0.69 5.94 -0.01
O -0.25 -2.34 2.56
N 0.29 -2.25 1.18
C 1.34 -4.88 -1.45
As 0.12 -3.58 -2.25
C 1.15 -3.05 -3.82
C -1.15 -4.80 -3.09
H 1.63 -5.63 -2.19
H 0.84 -5.36 -0.61
H 2.22 -4.37 -1.07
H 1.48 -3.93 -4.37
H 2.02 -2.46 -3.52
H 0.52 -2.43 -4.47
H -0.64 -5.48 -3.77
H -1.90 -4.22 -3.64
H -1.66 -5.37 -2.31
```

The spin multiplicity is 2. For the gap between HOMO and LUMO (alpha / beta), the calculation gives 7.0832 / 5.3973 eV. Its expectation value of S² is 0.7579. As for the energy relative to the best compared isomer or geometry (same formula, charge and spin): 0.0 kcal/mol. The HOMO energy (alpha / beta) comes out at -9.3 / -9.3 eV. As for the net charge: +1.

(5)
The following is a quantum chemistry calculation of 2 unconnected molecules or ions with the total composition C4H5O4, from OMol25.

```
13
Properties=species:S:1:pos:R:3
C -1.15 0.03 -1.11
C -0.25 -0.56 -0.22
C 0.90 -0.09 0.44
C 3.46 -0.05 -0.49
O 1.01 1.26 0.67
O 1.47 -0.67 1.68
O 3.79 -1.16 -0.77
O 3.50 1.12 -0.34
H -1.75 -0.74 -1.55
H -1.31 1.03 -1.31
H -0.26 -1.61 -0.11
H 1.06 -0.11 2.37
H 1.95 1.61 0.41
```

The spin multiplicity is 1. For the gap between HOMO and LUMO (alpha / beta), the calculation gives 5.2089 / 5.2097 eV. As for the energy relative to the best compared isomer or geometry (same formula, charge and spin): 83.3 kcal/mol. The HOMO energy (alpha / beta) comes out at -1.6 / -1.6 eV. As for the net charge: -1.

(6)
The following is a quantum chemistry calculation of 2 unconnected molecules or ions with the total composition C10H15BO, from OMol25.

```
27
Properties=species:S:1:pos:R:3
B 0.11 0.60 0.97
C 4.00 -0.43 -0.55
C 3.42 -1.22 0.45
C 3.47 0.78 -0.86
C 2.13 -0.97 0.93
C 2.22 1.12 -0.40
C 1.53 0.20 0.49
C -3.02 1.34 -0.39
C -2.63 -1.58 0.54
C -2.27 0.25 -1.18
C -1.70 -0.84 -0.34
O -0.38 1.60 1.73
H 4.94 -0.84 -1.05
H 3.94 -2.11 0.76
H 4.06 1.47 -1.43
H 1.89 -1.51 1.75
H 1.98 2.22 -0.67
H -3.33 2.09 -1.04
H -2.27 1.46 0.42
H -3.82 0.89 0.04
H -2.28 -2.48 1.04
H -3.51 -1.84 -0.08
H -3.02 -1.06 1.35
H -3.03 -0.31 -1.81
H -1.59 0.55 -1.89
H -1.09 -1.50 -1.10
H 0.23 2.11 2.30
```

The spin multiplicity is 1. For the gap between HOMO and LUMO (alpha / beta), the calculation gives 7.2535 / 7.2517 eV. As for the energy relative to the best compared isomer or geometry (same formula, charge and spin): 112.2 kcal/mol. The HOMO energy (alpha / beta) comes out at -6.9 / -6.9 eV. As for the net charge: 0.

| no. | F_max (eV/Å) |
| --- | --- |
| 1 | 10.2 |
| 2 | 2.5 |
| 3 | 3.0 |
| 4 | 0.6 |
| 5 | 3.8 |
| 6 | 4.7 |